Record 1
The following is a quantum chemistry calculation of a molecular structure, C6H12AgF5NO12S3 in a non-equilibrium geometry, from the OMol25 dataset.

Geometry (Å):
Ag  12.6769  -24.2878  -21.4367
N  10.8924  -28.7243  -19.2826
S  11.8641  -28.4373  -18.0948
O  11.2856  -27.9303  -16.8873
O  13.1255  -27.8791  -18.4772
F  12.2466  -29.9476  -17.7086
S  10.1540  -27.3002  -19.5592
O  10.9480  -26.1384  -19.7926
O  8.9398  -27.1290  -18.8369
F  9.6736  -27.6684  -21.0215
C  14.6556  -26.3018  -25.1771
F  15.6594  -26.6275  -24.3352
F  14.8005  -25.0097  -25.4795
F  14.8504  -27.0014  -26.3134
S  12.9874  -26.6374  -24.4006
O  13.1956  -27.9196  -23.7657
O  12.8402  -25.4992  -23.5150
O  12.1104  -26.6326  -25.5481
C  11.7997  -21.4111  -22.1196
O  12.9252  -21.1702  -21.4750
O  11.2325  -20.4361  -22.7561
O  11.2522  -22.5846  -22.0214
C  15.9843  -25.0549  -21.1843
C  15.3881  -26.3967  -20.7978
O  14.0074  -26.1920  -20.5581
H  15.7945  -24.8504  -22.2453
H  17.0777  -25.1122  -21.1286
H  15.5180  -24.2252  -20.6568
H  15.8668  -26.7653  -19.8753
H  15.5469  -27.1680  -21.5597
H  13.6445  -26.9505  -20.0803
C  14.3324  -24.4252  -17.5504
C  13.0622  -23.8364  -18.1371
O  13.3706  -23.1602  -19.3554
H  14.7792  -25.1378  -18.2507
H  14.1727  -24.9089  -16.5841
H  15.1020  -23.6568  -17.4213
H  12.7755  -23.0420  -17.4313
H  12.2629  -24.5663  -18.2390
H  13.0668  -22.2486  -19.3025

Force components x, y, z for each atom (eV/Å):
-0.64 0.96 -0.31
-0.30 1.39 0.33
1.27 -0.73 1.09
-0.18 0.03 -0.01
0.28 -0.05 -0.02
-0.22 0.03 -0.28
-1.18 0.18 -2.28
0.62 -0.52 0.74
-0.24 -0.30 0.56
-0.08 -0.31 0.15
-0.48 0.01 0.47
0.13 -0.02 -0.10
0.13 0.14 -0.18
0.12 -0.13 -0.08
0.11 0.43 0.16
0.03 -0.11 -0.05
0.23 -0.58 -0.41
-0.04 -0.14 -0.19
0.69 1.97 0.77
-0.42 -0.63 -0.15
0.03 -1.09 0.15
0.02 -0.61 -0.23
0.16 -0.39 -1.27
-0.15 0.21 0.52
0.15 -0.15 -0.06
-0.22 -0.09 0.10
-0.07 0.31 0.42
0.30 -0.04 0.45
-0.05 0.06 0.01
-0.03 0.14 -0.17
-0.17 0.12 -0.01
0.57 -0.36 -0.42
0.73 1.40 0.60
0.26 -0.84 0.69
-0.24 -0.17 0.14
-0.14 -0.12 -0.06
-0.23 0.20 0.06
-0.54 -0.34 0.11
-0.02 -0.08 -0.21
-0.20 0.22 -0.99

LUMO level   6.1009 eV
Energy above the lowest of the compared OMol25 structures with the same formula, charge and spin   0.0 kcal/mol
Frontier orbital gap   3.4 eV
Charge   -3

Record 2
The following is a quantum chemistry calculation of a molecular structure, C6H12AsCl12F6NiO4PY in a non-equilibrium geometry, from the OMol25 dataset.

Geometry (Å):
Y  -0.1002  -1.1230  -2.2593
Ni  2.0897  0.9314  -0.0579
P  -0.1238  0.1183  0.0839
O  0.7416  0.4526  1.2926
O  1.0943  -0.7199  -0.5275
O  0.3274  0.9174  -1.2043
O  -1.0915  -1.0183  -0.2992
As  3.0341  0.8576  -3.5732
F  3.0694  1.2069  -1.7886
F  1.6000  -0.2532  -3.3437
F  2.9223  0.4926  -5.2512
F  4.4228  1.8710  -3.7319
F  4.0644  -0.4984  -3.2791
F  1.9406  2.1722  -3.7359
C  -1.2956  2.9807  1.8841
Cl  -1.9077  3.8570  3.2750
Cl  0.2506  3.7211  1.4033
H  -1.0689  1.9468  2.1210
H  -1.9943  3.1404  1.0682
C  -4.0901  -1.4715  -0.6623
Cl  -3.3498  -1.7003  -2.2805
Cl  -5.7557  -0.9354  -0.9046
H  -4.0559  -2.4102  -0.1212
H  -3.5436  -0.7287  -0.0944
C  0.0973  4.2353  -2.3952
Cl  -1.1604  5.2267  -1.6026
Cl  1.7042  4.5367  -1.6989
H  -0.1673  3.1959  -2.2306
H  0.1451  4.3953  -3.4666
C  1.2404  0.6733  4.2139
Cl  0.5057  2.0897  4.9616
Cl  2.8366  1.0314  3.4986
H  1.4152  -0.1134  4.9413
H  0.5530  0.2877  3.4702
C  -1.4303  -5.0517  0.2157
Cl  -0.9603  -3.9357  -1.1161
Cl  -2.6716  -4.3652  1.2708
H  -1.8303  -5.9337  -0.2673
H  -0.5603  -5.2414  0.8341
C  0.5541  -2.8529  2.2322
Cl  0.1529  -3.6935  3.7520
Cl  1.7662  -3.7452  1.3219
H  -0.3307  -2.6826  1.6229
H  0.9606  -1.8639  2.4288

Force components x, y, z for each atom (eV/Å):
0.74 0.21 1.05
0.12 -0.24 -1.24
4.31 -3.14 -1.69
-3.02 1.90 1.78
4.81 -7.04 0.03
-5.07 6.33 -1.07
-2.75 2.23 1.52
2.96 1.37 -1.68
-0.12 -0.29 0.30
-0.67 -0.54 0.22
-0.14 0.01 0.71
-0.96 -0.41 0.12
-1.01 0.27 0.23
-0.09 -0.69 0.27
0.39 0.78 0.02
-0.39 -0.18 0.16
0.21 -0.21 -0.30
-0.30 0.01 0.18
0.03 -0.27 -0.03
-0.52 0.26 0.30
0.53 0.10 -0.33
0.33 -0.16 0.22
-0.10 -0.15 -0.29
0.10 0.11 -0.33
-0.14 -0.27 0.29
0.30 -0.20 -0.43
-0.16 -0.06 -0.08
0.15 0.02 0.23
-0.07 0.48 0.08
0.00 -0.34 0.30
0.17 -0.23 -0.04
-0.24 -0.03 -0.21
0.01 0.26 0.26
0.28 0.26 -0.19
-0.34 0.09 0.61
0.16 -0.21 -0.38
0.15 -0.03 -0.27
0.08 -0.01 -0.04
0.17 -0.01 -0.25
0.02 0.44 0.26
-0.06 0.39 -0.47
0.06 -0.13 -0.23
-0.12 -0.49 0.08
0.17 -0.19 0.35

LUMO level (spin up / spin down)   -5.1118 / -5.2694 eV
Spin multiplicity   3
Energy above the lowest of the compared OMol25 structures with the same formula, charge and spin   0.0 kcal/mol
Frontier orbital gap (spin up / spin down)   7.8 / 7.7 eV
Charge   +1

Record 3
The following is a quantum chemistry calculation of a molecular structure, C6H12Br2CrO2Se2 in a non-equilibrium geometry, from the OMol25 dataset.

Geometry (Å):
Cr  -2.3631  -1.0083  0.1803
O  1.7293  -1.1424  0.8339
C  0.7934  -0.6957  -0.0825
C  0.7333  0.8461  -0.1989
C  2.2467  1.3492  -0.3517
O  2.2838  2.7106  -0.7308
C  0.1530  1.4378  1.1615
Se  -1.9041  1.3080  1.4364
C  -0.0671  1.1761  -1.4898
Se  -2.0514  1.3225  -1.0743
H  1.8357  -2.1436  0.8544
H  -0.2522  -0.9702  0.3325
H  0.8454  -1.1150  -1.0843
H  2.7846  0.7644  -1.0504
H  2.5989  1.2297  0.6650
H  2.1121  3.2411  0.0868
H  0.2603  2.5361  1.1994
H  0.6617  0.9798  1.9904
H  0.0286  0.3303  -2.1959
H  0.2067  2.2004  -1.8336
Br  -4.3853  -1.6034  1.2457
C  -2.2258  -2.8950  0.2758
Br  -1.3158  -2.8546  -1.5840
H  -1.6732  -3.3335  1.1213
H  -3.0355  -3.6702  0.2930

Force components x, y, z for each atom (eV/Å):
-0.37 1.07 -0.54
1.17 -1.56 0.46
-2.51 0.35 0.56
0.54 -0.50 0.34
-2.60 0.84 1.47
-0.02 0.71 0.98
-0.72 0.98 -1.60
1.80 -0.29 -1.27
-0.51 0.58 1.38
0.47 -0.06 0.42
-0.53 2.02 -0.32
1.17 0.01 -0.60
0.41 -0.32 0.10
0.53 -0.56 -0.70
0.84 -0.23 -0.01
0.29 -0.57 -1.20
0.27 -0.52 -0.04
-0.01 -0.27 0.42
-0.02 0.87 0.03
-0.11 -1.09 -0.14
-1.15 0.72 0.67
-0.44 -3.10 0.63
-0.12 -0.42 0.56
1.18 0.32 -0.49
0.44 0.99 -1.14

LUMO level (spin up / spin down)   -1.3008 / -1.3350 eV
Spin multiplicity   5
Energy above the lowest of the compared OMol25 structures with the same formula, charge and spin   3.3 kcal/mol
Frontier orbital gap (spin up / spin down)   6.1 / 6.9 eV

Record 4
The following is a quantum chemistry calculation of 3 unconnected molecules or ions with the total composition C6H12Br6 in a non-equilibrium geometry, from the OMol25 dataset.

Geometry (Å):
Br  5.6185  3.0143  -2.5032
C  5.4074  2.8487  -0.5877
C  4.7128  1.5466  -0.1970
Br  5.7935  0.0031  -0.7870
H  4.9046  3.7284  -0.1843
H  6.3813  2.9218  -0.0987
H  3.8095  1.4830  -0.8051
H  4.3936  1.4449  0.8342
Br  -1.3873  -2.6300  2.9328
C  -0.3736  -1.6809  1.6026
C  0.6214  -0.8339  2.3549
Br  1.7643  0.1095  1.0387
H  -1.0486  -1.0651  1.0198
H  0.1103  -2.3960  0.9458
H  1.2626  -1.4024  3.0255
H  0.2042  -0.0606  2.9947
Br  -3.2875  -1.7862  -0.6151
C  -5.1729  -1.2325  -0.7506
C  -5.3837  -0.5877  -2.1022
Br  -7.2205  0.0610  -2.2544
H  -5.3402  -0.4501  -0.0197
H  -5.7587  -2.1388  -0.6678
H  -5.2343  -1.2062  -2.9800
H  -4.7765  0.3090  -2.1963

Force components x, y, z for each atom (eV/Å):
-0.05 0.18 0.26
0.48 -0.14 1.28
-0.28 0.20 -1.51
-0.34 0.34 0.56
-0.54 -0.14 -0.42
0.18 -0.28 -0.48
0.01 -0.19 0.07
0.58 0.05 0.21
-0.34 -0.28 0.12
0.31 0.48 0.14
0.60 0.34 0.05
-0.27 -0.29 0.40
-0.13 -0.01 0.04
0.04 -0.09 0.11
0.19 -0.22 -0.43
-0.41 0.05 -0.36
-0.38 0.11 -0.03
0.37 0.22 -1.00
0.06 0.50 -0.28
-0.04 -0.10 0.13
-0.12 -0.48 0.47
-0.12 0.11 0.46
0.12 -0.28 0.22
0.07 -0.09 -0.02

LUMO level   0.5009 eV
Energy above the lowest of the compared OMol25 structures with the same formula, charge and spin   10.5 kcal/mol
Frontier orbital gap   10.5 eV

Record 5
The following is a quantum chemistry calculation of a molecular structure, C6H12BrMgO6 in a non-equilibrium geometry, from the OMol25 dataset.

Geometry (Å):
Mg  -1.5657  -0.6591  2.8291
Br  -2.3086  -1.9613  1.0607
C  3.4233  -2.1871  -3.1444
O  2.7540  -1.1088  -2.6131
C  2.1282  -1.1799  -1.3529
O  1.4068  -0.3012  -0.8970
O  2.2771  -2.4170  -0.8184
C  1.5261  -2.7201  0.3745
H  2.9237  -3.1558  -3.1300
H  4.3780  -2.3917  -2.6598
H  3.5817  -1.8990  -4.1836
H  1.9365  -3.6649  0.7310
H  0.4502  -2.7557  0.2033
H  1.6544  -2.0274  1.2063
C  -3.2811  1.2523  -0.7077
O  -2.7797  2.3931  -0.0363
C  -1.9373  2.2428  1.0854
O  -1.6577  1.1337  1.7068
O  -1.5317  3.4565  1.4155
C  -0.8984  3.6937  2.6718
H  -4.1090  1.5578  -1.3475
H  -3.6134  0.4370  -0.0650
H  -2.5126  0.9493  -1.4188
H  -0.0026  4.3046  2.5604
H  -0.6649  2.7702  3.2016
H  -1.5773  4.2380  3.3282

Force components x, y, z for each atom (eV/Å):
0.26 0.79 0.44
-0.35 -0.88 -0.71
1.15 -1.45 -0.88
-2.04 1.50 3.18
-1.42 0.01 -0.78
2.07 -1.55 -1.09
0.15 1.02 -0.08
0.02 -0.09 0.52
-0.62 0.24 0.11
0.20 0.35 0.06
0.22 -0.19 0.04
-0.27 -0.09 -0.31
0.13 -0.19 -0.36
0.38 0.48 -0.39
0.14 -0.76 -1.00
2.10 0.21 3.37
-0.94 -2.80 -0.02
-1.19 4.67 -2.52
-0.27 -0.88 -0.40
0.15 -0.22 1.15
-0.11 0.42 0.42
0.35 0.15 0.12
0.09 -0.53 0.27
-0.11 -0.22 -0.46
0.14 -0.08 -0.36
-0.24 0.09 -0.31

LUMO level (spin up / spin down)   0.5139 / -0.3965 eV
Spin multiplicity   2
Frontier orbital gap (spin up / spin down)   6.4 / 9.0 eV

Record 6
The following is a quantum chemistry calculation of a gas-phase ion, C6H12BrN3 (charge +2) in a non-equilibrium geometry, from the OMol25 dataset.

Geometry (Å):
C  -0.2047  0.5940  1.8783
C  -0.0573  1.5567  -0.2625
C  0.5532  -0.7096  1.6221
C  -0.6628  0.7092  -1.1678
C  1.0781  -0.9745  0.2702
C  0.6047  -2.1336  -0.4949
N  -0.4249  1.5007  1.0561
N  0.9278  2.3845  -0.6054
N  -1.9544  0.0716  -0.9169
Br  2.6895  -0.1722  -0.2373
H  -0.5861  0.6991  2.8877
H  1.3767  -0.6659  2.3488
H  -0.1227  -1.5108  1.9389
H  -0.3806  0.7460  -2.2082
H  0.7535  -2.0314  -1.5682
H  -0.4173  -2.4163  -0.2471
H  1.2285  -2.9957  -0.2108
H  1.0897  2.6261  -1.5710
H  1.3755  2.9608  0.0921
H  -2.6676  0.4519  -1.5643
H  -2.2787  0.2565  0.0448
H  -1.9201  -0.9470  -1.0845

Force components x, y, z for each atom (eV/Å):
0.33 -0.64 -0.04
-0.08 -0.57 0.02
0.05 0.22 0.42
0.79 -0.03 0.00
0.81 0.50 -0.55
0.18 -0.21 -0.37
-0.58 1.39 -0.13
-0.11 0.08 -0.01
-0.25 0.13 -0.07
-0.96 -0.68 0.42
-0.06 -0.04 0.15
0.05 -0.16 -0.11
0.11 -0.07 -0.05
-0.10 -0.08 -0.11
0.01 0.05 -0.02
-0.06 0.02 0.08
0.01 0.02 0.15
-0.04 0.04 0.01
-0.06 -0.01 0.03
0.09 -0.13 0.28
-0.03 -0.13 -0.25
-0.12 0.30 0.16

LUMO level (spin up / spin down)   -9.6547 / -9.6538 eV
Energy above the lowest of the compared OMol25 structures with the same formula, charge and spin   25.0 kcal/mol
Frontier orbital gap (spin up / spin down)   7.5 / 7.5 eV
Charge   +2

Record 7
The following is a quantum chemistry calculation of a single C6H12Cl2Si2 molecule in a non-equilibrium geometry, from the OMol25 dataset.

Geometry (Å):
C  2.3433  0.1235  -1.3793
C  1.7625  0.3693  -0.2270
Si  0.0954  -0.1552  0.4297
C  0.5586  -1.2233  2.0101
C  -0.8572  1.3975  0.9054
C  -1.9052  1.1733  1.7272
Si  -0.9387  -1.6061  -1.1217
C  -1.6880  -0.5602  -2.5552
Cl  -2.7249  -2.3796  -0.3753
Cl  0.2795  -3.2082  -1.7593
H  3.4162  0.4077  -1.7066
H  1.9124  -0.5991  -2.0830
H  2.4638  0.8195  0.4767
H  -0.1085  -2.0494  2.2724
H  1.5285  -1.7209  1.7346
H  0.5682  -0.3890  2.7842
H  -1.0913  2.2958  0.2638
H  -2.7350  1.8351  1.8054
H  -2.0648  0.2864  2.2822
H  -2.2883  -0.9596  -3.2824
H  -2.4466  0.0631  -1.9207
H  -1.1248  0.3483  -2.9282

Force components x, y, z for each atom (eV/Å):
1.79 -1.11 -2.00
0.62 0.14 0.73
1.17 -0.63 0.92
-0.09 1.11 -0.89
-2.32 -0.16 -0.66
0.76 0.27 -0.77
-0.75 0.72 -1.53
0.80 3.49 3.41
0.39 -0.22 0.28
-0.47 0.71 0.37
-1.82 -0.23 0.98
-0.25 0.62 -0.15
-0.48 0.56 0.29
-0.22 0.46 0.08
-0.60 0.90 0.67
0.52 -1.52 -0.47
1.15 -0.87 0.55
-0.38 0.82 0.10
0.29 -0.98 0.63
-1.10 -1.42 -1.93
0.91 -1.18 -0.64
0.09 -1.47 0.03

LUMO level   0.3721 eV
Energy above the lowest of the compared OMol25 structures with the same formula, charge and spin   0.0 kcal/mol
Frontier orbital gap   9.9 eV

Record 8
The following is a quantum chemistry calculation of 3 unconnected molecules or ions with the total composition C6H12Cl6 in a non-equilibrium geometry, from the OMol25 dataset.

Geometry (Å):
Cl  -1.6450  -5.6887  4.0056
C  -2.4847  -4.4051  4.9732
C  -3.8055  -4.8773  5.5201
Cl  -4.9450  -5.4978  4.2884
H  -2.7231  -3.6574  4.2168
H  -1.8052  -3.9303  5.6809
H  -4.3433  -4.0548  5.9916
H  -3.6185  -5.5263  6.3756
Cl  2.7742  0.6961  0.6615
C  1.7549  -0.7608  0.4745
C  1.9377  -1.4037  -0.9567
Cl  1.0804  -0.4967  -2.3103
H  0.7251  -0.4527  0.6558
H  2.0589  -1.5477  1.1648
H  1.4103  -2.3236  -0.7046
H  2.9150  -1.8398  -1.1637
Cl  3.0689  5.6302  -6.0970
C  1.3176  5.6183  -5.6029
C  1.2015  5.6777  -4.0946
Cl  1.5851  7.2990  -3.5244
H  0.7495  4.7482  -5.9321
H  0.7534  6.3551  -6.1746
H  1.8672  4.9297  -3.6641
H  0.1705  5.5088  -3.7836

Force components x, y, z for each atom (eV/Å):
-0.01 0.28 0.67
-0.44 0.40 -1.78
0.02 0.32 1.23
0.51 -0.11 0.41
0.20 0.12 0.02
-0.13 -0.53 0.22
0.20 0.34 -0.26
-0.35 -0.83 -0.51
-0.03 -0.11 0.24
0.87 0.10 -1.92
-1.66 -0.29 1.83
1.08 -0.87 1.18
0.12 -0.20 -0.16
0.09 0.34 0.23
-0.78 -0.17 -0.98
0.30 1.20 -0.42
-1.13 -0.16 0.01
-0.40 -0.40 -0.29
-0.31 0.13 -0.67
0.35 0.43 0.45
0.91 -0.79 -0.06
0.57 0.79 0.48
-0.07 0.24 0.18
0.08 -0.25 -0.10

LUMO level   0.4432 eV
Energy above the lowest of the compared OMol25 structures with the same formula, charge and spin   28.4 kcal/mol
Frontier orbital gap   11.1 eV